An isolated ion of composition C2H3N2O2 and charge +1 at a distorted geometry. Source: the OMol25 dataset; level of theory: ωB97M-V/def2-TZVPD.

Element x y z (Å)
1 O -1.19 -2.03 0.08
2 N -0.71 -0.88 -0.09
3 C 0.66 -0.54 -0.10
4 C 0.40 0.89 0.00
5 N -0.85 1.10 0.02
6 O -1.87 1.64 -0.12
7 H 1.21 -1.18 -0.82
8 H 1.34 -0.72 0.81
9 H 0.99 1.72 0.22

Properties
LUMO (alpha / beta) = -7.41 / -7.41 eV
SMILES = O=NCC=[N+]=O
Net charge = +1
Relative energy (zero: lowest compared OMol25 entry of this formula, charge and spin) = 769.4 kJ/mol
Spin multiplicity = 1


C37H31FeIN3O2PS2 as an isolated structure. Source: the OMol25 dataset; level of theory: ωB97M-V/def2-TZVPD.

Element x y z (Å)
1 Fe 0.81 0.58 0.65
2 S 1.39 0.47 2.96
3 C 2.92 0.63 2.17
4 N 2.98 0.65 0.86
5 C 4.28 0.72 0.41
6 C 4.68 0.75 -0.92
7 C 6.03 0.82 -1.20
8 C 6.98 0.87 -0.17
9 C 6.60 0.84 1.15
10 C 5.24 0.76 1.44
11 S 4.45 0.71 2.99
12 H 3.95 0.73 -1.71
13 H 6.36 0.85 -2.23
14 H 8.03 0.93 -0.42
15 H 7.33 0.88 1.94
16 I 0.89 0.67 -2.17
17 C 0.73 2.76 -2.10
18 C 0.66 3.41 -3.30
19 C 0.55 4.82 -3.30
20 C 0.51 5.49 -2.11
21 C 0.58 4.80 -0.87
22 C 0.56 5.53 0.34
23 C 0.68 4.87 1.53
24 C 0.79 3.47 1.55
25 C 0.79 2.70 0.42
26 C 0.69 3.38 -0.83
27 H 0.70 2.87 -4.23
28 H 0.51 5.35 -4.24
29 H 0.43 6.56 -2.09
30 H 0.47 6.60 0.30
31 H 0.67 5.42 2.46
32 H 0.89 3.00 2.52
33 O -1.94 -3.19 -4.79
34 C -1.94 -4.15 -3.77
35 N -1.02 -3.63 -2.78
36 C -0.81 -4.29 -1.62
37 O -1.36 -5.34 -1.35
38 C 0.13 -3.65 -0.65
39 C 0.81 -4.45 0.26
40 C 1.63 -3.85 1.20
41 C 1.71 -2.47 1.22
42 N 1.04 -1.68 0.37
43 C 0.28 -2.28 -0.55
44 H -2.44 -3.53 -5.54
45 H -1.58 -5.13 -4.14
46 H -2.93 -4.28 -3.32
47 H -0.46 -2.85 -3.07
48 H 0.68 -5.52 0.22
49 H 2.18 -4.43 1.92
50 H 2.32 -1.96 1.96
51 H -0.30 -1.62 -1.19
52 C -2.19 1.95 1.93
53 P -1.72 0.43 1.05
54 C -3.10 0.14 -0.10
55 C -3.01 0.55 -1.43
56 C -4.09 0.40 -2.28
57 C -5.27 -0.15 -1.80
58 C -5.37 -0.55 -0.48
59 C -4.29 -0.40 0.38
60 C -1.86 -0.90 2.27
61 C -1.94 -2.22 1.82
62 C -1.92 -3.27 2.72
63 C -1.82 -3.02 4.08
64 C -1.75 -1.71 4.53
65 C -1.77 -0.66 3.63
66 H -3.18 1.83 2.37
67 H -2.20 2.77 1.22
68 H -1.46 2.18 2.70
69 H -2.09 0.99 -1.80
70 H -4.02 0.71 -3.31
71 H -6.12 -0.27 -2.46
72 H -6.29 -0.97 -0.10
73 H -4.37 -0.72 1.41
74 H -2.05 -2.43 0.77
75 H -2.00 -4.29 2.36
76 H -1.81 -3.84 4.78
77 H -1.69 -1.51 5.59
78 H -1.72 0.36 4.01

Properties
LUMO (alpha / beta) = -2.42 / -3.85 eV
Expectation value of S² = 8.762
Net charge = +1
Spin multiplicity = 6


C43H53N4P2S2Sr as an isolated structure at a distorted geometry. Source: the OMol25 dataset; level of theory: ωB97M-V/def2-TZVPD.

Element x y z (Å)
1 Sr 0.00 0.35 -0.03
2 C 3.96 -1.22 1.01
3 C 3.08 -1.69 2.16
4 C 3.77 -2.82 2.93
5 P 1.35 -1.88 1.53
6 C 0.32 -2.48 2.95
7 C 0.69 -1.68 4.20
8 C 0.27 -3.98 3.23
9 C 1.41 -3.24 0.29
10 C 2.10 -4.43 0.50
11 C 2.20 -5.45 -0.43
12 C 2.97 -6.71 -0.16
13 C 1.53 -5.24 -1.64
14 C 0.82 -4.09 -1.89
15 C 0.72 -3.04 -0.94
16 N -0.06 -1.92 -1.12
17 C -0.72 -1.71 -2.32
18 C -0.06 -1.70 -3.57
19 C -0.75 -1.48 -4.75
20 C -2.12 -1.23 -4.75
21 C -2.88 -1.00 -6.03
22 C -2.77 -1.19 -3.52
23 C -2.11 -1.40 -2.31
24 P -2.80 -1.19 -0.61
25 C -4.42 -0.25 -0.69
26 C -5.38 -0.30 -1.88
27 C -4.13 1.21 -0.35
28 C -3.40 -2.88 -0.11
29 C -4.40 -3.51 -1.07
30 C -2.25 -3.84 0.17
31 H 4.98 -1.03 1.36
32 H 3.59 -0.29 0.60
33 H 4.02 -1.98 0.22
34 H 2.96 -0.84 2.83
35 H 4.18 -3.57 2.25
36 H 3.12 -3.32 3.65
37 H 4.62 -2.41 3.49
38 H -0.68 -2.16 2.66
39 H 1.64 -2.01 4.62
40 H -0.08 -1.81 4.97
41 H 0.75 -0.61 3.99
42 H 1.22 -4.37 3.60
43 H 0.00 -4.56 2.35
44 H -0.48 -4.18 4.00
45 H 2.58 -4.57 1.46
46 H 3.35 -6.71 0.87
47 H 3.83 -6.82 -0.82
48 H 2.35 -7.60 -0.28
49 H 1.56 -6.01 -2.40
50 H 0.30 -4.00 -2.84
51 H 1.00 -1.90 -3.59
52 H -0.21 -1.49 -5.69
53 H -2.22 -1.10 -6.90
54 H -3.32 0.00 -6.06
55 H -3.69 -1.71 -6.15
56 H -3.83 -1.00 -3.53
57 H -4.94 -0.69 0.17
58 H -4.99 0.30 -2.70
59 H -6.33 0.14 -1.59
60 H -5.58 -1.30 -2.25
61 H -3.58 1.68 -1.17
62 H -3.54 1.31 0.56
63 H -5.06 1.77 -0.22
64 H -3.90 -2.66 0.84
65 H -4.00 -3.53 -2.09
66 H -5.35 -2.98 -1.09
67 H -4.60 -4.54 -0.78
68 H -1.76 -4.15 -0.75
69 H -2.63 -4.73 0.67
70 H -1.48 -3.39 0.81
71 S 1.94 1.94 1.53
72 C 1.21 2.34 3.10
73 C 2.00 3.07 4.00
74 C 1.58 3.43 5.27
75 C 0.31 3.07 5.68
76 C -0.50 2.35 4.81
77 C -0.10 1.97 3.53
78 S -1.26 1.04 2.56
79 H 3.00 3.34 3.66
80 H 2.24 3.99 5.92
81 H -0.05 3.33 6.67
82 H -1.50 2.05 5.13
83 C 4.20 -0.44 -4.12
84 C 3.75 -0.89 -2.89
85 C 2.70 -0.24 -2.27
86 C 2.10 0.85 -2.89
87 C 2.54 1.30 -4.12
88 C 3.59 0.65 -4.74
89 N 1.01 1.44 -2.16
90 N 0.49 2.43 -2.69
91 C -0.54 3.08 -1.92
92 C -1.11 4.18 -2.52
93 C -2.02 4.93 -1.79
94 C -2.30 4.56 -0.49
95 C -1.69 3.42 0.03
96 N -0.85 2.67 -0.69
97 H 5.02 -0.95 -4.61
98 H 4.21 -1.74 -2.40
99 H 2.33 -0.59 -1.32
100 H 2.06 2.15 -4.58
101 H 3.95 0.99 -5.70
102 H -0.81 4.44 -3.53
103 H -2.48 5.81 -2.23
104 H -2.98 5.13 0.13
105 H -1.87 3.06 1.04

Properties
LUMO = 1.07 eV
Net charge = -1
Relative energy (zero: lowest compared OMol25 entry of this formula, charge and spin) = 61.1 kJ/mol
Spin multiplicity = 1


Number 1: DFT total energy -9182.3496 eV. Number 2: DFT total energy -120880.7135 eV. Number 3: DFT total energy -92500.4085 eV.